1.
ORCA calculation (the ωB97M-V functional and the def2-TZVPD basis) on a 2-piece molecular cluster, C3H9NS2 overall.

Last column: Mulliken charge in e.
Element x y z (Å)
H  2.21749  -1.60239  -0.88240  0.1646
S  -0.11343  -2.18071  -0.53958  -0.0319
C  -0.28332  2.33501  0.62116  -0.6818
H  -2.34321  1.05206  -0.53831  0.2346
C  -1.01156  1.18657  0.98263  -0.0681
H  1.25687  -0.68937  -2.25120  0.1224
H  1.78376  -1.37939  0.81612  0.2512
S  -0.05552  -0.77324  -2.18846  -0.1543
H  -0.71336  2.89998  -0.22185  0.1908
H  0.55743  2.78833  1.22861  0.2426
C  1.74194  -2.12167  -0.05261  -0.7245
H  2.36584  -2.99656  -0.00200  0.3295
H  -2.90019  0.35142  0.95522  0.2595
N  -2.04225  0.45888  0.32220  -0.4172
H  -0.46046  0.67107  1.75048  0.2826

E_tot: -26415.2564 eV
energy relative to the best compared isomer or geometry (same formula, charge and spin): 2.4204 eV
Kohn-Sham gap: 8.4 eV
LUMO level: 0.34 eV
SMILES string: C=CN.CSS


2.
ORCA calculation (the ωB97M-V functional and the def2-TZVPD basis) on a 3-piece molecular cluster, C3H9NS2 overall.

Last column: Mulliken charge in e.
Element x y z (Å)
H  -1.42491  -0.57271  -0.90352  0.3679
H  3.49852  -1.18807  -0.74963  0.1037
C  -1.00646  -0.37444  0.08618  -0.5258
N  -1.20579  1.08331  0.38542  -0.4960
S  3.12398  0.28966  0.56259  -0.1745
H  -1.50906  -0.77089  0.94087  0.4165
H  -2.23234  1.15298  0.60918  0.1072
H  0.58369  -0.98357  1.28960  0.2550
H  -1.33990  1.68373  -0.43090  0.3183
H  1.20586  1.22903  -0.01058  0.2968
H  1.61137  0.19420  -1.36963  0.4006
S  -4.12543  0.61541  0.00923  -0.1393
H  0.80523  -1.69991  -0.36510  0.3701
C  0.45422  -0.86239  0.20871  -0.3952
C  1.56104  0.20366  -0.26242  -0.9054

E_tot: -26410.2137 eV
energy relative to the best compared isomer or geometry (same formula, charge and spin): 7.4630 eV
Kohn-Sham gap: 5.5 eV
LUMO level: -3.66 eV


3.
ORCA calculation (the ωB97M-V functional and the def2-TZVPD basis) on a 2-piece molecular cluster, C3H9NSi overall.

Last column: Mulliken charge in e.
Element x y z (Å)
H  -2.82972  -0.97791  1.24380  0.2435
H  -3.47245  0.48341  -1.62336  -0.0707
N  -2.41871  -0.90975  0.29124  -0.4040
H  1.29827  1.50019  -1.27479  0.2241
H  -2.44581  -1.86193  -0.14229  0.2538
Si  -2.54335  0.58948  -0.44371  0.1954
H  3.20523  -0.07758  1.24470  0.2512
H  2.88073  -1.20382  -0.26884  0.2155
C  0.76397  0.81654  -0.56474  -0.6549
C  1.39553  0.03888  0.26693  0.0814
H  0.83431  -0.35261  1.15363  0.2798
H  -2.82934  1.64557  0.50628  -0.0715
H  3.29586  0.47045  -0.56091  0.3400
C  2.86549  -0.16091  0.17207  -0.8836

E_tot: -12620.0041 eV
energy relative to the best compared isomer or geometry (same formula, charge and spin): 4.2589 eV
Kohn-Sham gap (alpha / beta): 8.5 / 7.0 eV
LUMO level (alpha / beta): 0.17 / 0.12 eV


no.,F_max (eV/A)
1,3.8
2,5.2
3,3.2